Below is a 3-piece molecular cluster, C2H8N2O overall, with properties calculated with wB97M-V/def2-TZVPD.

strongest force on any atom: 0.056 Eh/bohr
highest occupied orbital energy: -0.303 hartree
DFT total energy: -265.63683 hartree
energy above the lowest of the compared OMol25 structures with the same formula, charge and spin: 384.1 kJ/mol
SMILES: C=N.C=O.N
LUMO energy: -0.04 eV

Geometry as ORCA input:
```
! wB97M-V def2-TZVPD RIJCOSX def2/J DEFGRID3
* xyz 0 1
C -1.63 -1.24 1.44
N -0.72 -0.43 1.10
H -2.30 -1.09 2.29
H -1.84 -2.06 0.77
H -0.75 0.51 1.51
C 1.32 1.42 -0.66
O 1.44 2.17 -1.62
H 0.52 1.68 0.11
H 2.14 0.85 -0.20
N 0.50 -0.43 -1.17
H 1.32 -0.87 -1.55
H 0.05 0.05 -1.94
H -0.04 -0.56 -0.10
*
```

Below is a 2-piece molecular cluster, C2H8N2O2 overall, with properties calculated with wB97M-V/def2-TZVPD.

strongest force on any atom: 0.029 Eh/bohr
highest occupied orbital energy: -0.342 hartree
DFT total energy: -340.94998 hartree
energy above the lowest of the compared OMol25 structures with the same formula, charge and spin: 211.2 kJ/mol
LUMO energy: 0.74 eV

Geometry as ORCA input:
```
! wB97M-V def2-TZVPD RIJCOSX def2/J DEFGRID3
* xyz 0 1
C -1.37 -0.67 -0.77
N -0.75 -0.23 0.49
H -1.44 0.14 1.13
H 0.05 -1.00 0.93
H -1.74 0.16 -1.36
H -0.60 -1.19 -1.34
H -2.19 -1.35 -0.54
C 0.36 0.88 0.46
N 0.90 1.07 -0.81
O 1.48 -0.88 0.85
O 0.26 1.74 1.31
H 2.13 -0.80 1.56
H 1.50 1.88 -0.80
H 1.41 0.25 -1.12
*
```

Below is a 2-piece molecular cluster, C2H8N2O2 overall, with properties calculated with wB97M-V/def2-TZVPD.

strongest force on any atom: 0.045 Eh/bohr
highest occupied orbital energy: -0.318 hartree
DFT total energy: -340.91226 hartree
energy above the lowest of the compared OMol25 structures with the same formula, charge and spin: 310.2 kJ/mol
SMILES: O/C=N\O.CN
LUMO energy: 0.66 eV

Geometry as ORCA input:
```
! wB97M-V def2-TZVPD RIJCOSX def2/J DEFGRID3
* xyz 0 1
O 1.84 -0.68 -0.47
C 1.68 0.40 0.31
N 1.18 1.51 -0.16
O 0.70 1.30 -1.48
H 1.39 -0.46 -1.31
H 2.19 0.32 1.28
H 0.41 2.20 -1.73
C -1.65 -0.92 0.11
N -1.12 -0.19 1.24
H -2.44 -1.60 0.42
H -2.05 -0.23 -0.64
H -0.86 -1.52 -0.37
H -0.65 0.69 0.93
H -0.62 -0.81 1.87
*
```

Below is a 2-piece molecular cluster, C2H8N2O2 overall, with properties calculated with wB97M-V/def2-TZVPD.

strongest force on any atom: 0.072 Eh/bohr
highest occupied orbital energy: -0.270 hartree
DFT total energy: -340.86013 hartree
energy above the lowest of the compared OMol25 structures with the same formula, charge and spin: 447.1 kJ/mol
LUMO energy: 0.38 eV

Geometry as ORCA input:
```
! wB97M-V def2-TZVPD RIJCOSX def2/J DEFGRID3
* xyz 0 1
C 0.00 -0.22 -2.10
C -0.14 -0.46 1.21
N 0.81 1.65 0.51
N 0.71 0.50 1.15
O -1.48 -0.34 1.03
O 0.34 -1.54 2.01
H -0.57 -0.64 -2.93
H -0.70 0.51 -1.67
H 0.81 0.34 -2.53
H -0.04 2.00 0.15
H 0.61 -0.74 -1.41
H 1.58 0.39 1.58
H -1.49 0.39 0.43
H -0.44 -1.84 2.57
*
```

Below is one molecule with the formula C2H8N2O2, with properties calculated with wB97M-V/def2-TZVPD.

strongest force on any atom: 0.014 Eh/bohr
highest occupied orbital energy: -0.333 hartree
DFT total energy: -340.92759 hartree
energy above the lowest of the compared OMol25 structures with the same formula, charge and spin: 270.0 kJ/mol
SMILES: N[C@@H](CO)NO
LUMO energy: 0.96 eV

Geometry as ORCA input:
```
! wB97M-V def2-TZVPD RIJCOSX def2/J DEFGRID3
* xyz 0 1
N 0.43 -1.26 0.95
C 0.20 -0.42 -0.21
C -1.31 -0.34 -0.52
O -1.97 0.63 0.25
N 0.68 0.96 -0.11
O 2.11 1.00 -0.11
H 1.39 -1.15 1.27
H -0.19 -1.01 1.71
H 0.73 -0.87 -1.06
H -1.76 -1.30 -0.28
H -1.44 -0.15 -1.59
H -1.69 1.49 -0.05
H 0.44 1.34 0.81
H 2.37 1.09 -1.05
*
```

Below is a 2-piece molecular cluster, C2H8N2O2 overall, with properties calculated with wB97M-V/def2-TZVPD.

strongest force on any atom: 0.089 Eh/bohr
highest occupied orbital energy: -0.326 hartree
DFT total energy: -340.95842 hartree
energy above the lowest of the compared OMol25 structures with the same formula, charge and spin: 189.0 kJ/mol
SMILES: NC(N)=O.CO
LUMO energy: 0.55 eV

Geometry as ORCA input:
```
! wB97M-V def2-TZVPD RIJCOSX def2/J DEFGRID3
* xyz 0 1
N 0.14 -1.39 -0.75
C 0.33 -0.02 -1.13
N 1.61 0.42 -0.96
O -0.56 0.62 -1.67
H -0.59 -1.84 -1.29
H 0.90 -1.88 -0.30
H 2.29 -0.16 -0.49
H 1.73 1.41 -1.14
C -0.66 0.38 1.39
O -1.99 0.84 1.47
H -0.40 -0.17 2.30
H 0.01 1.25 1.34
H -0.59 -0.65 0.64
H -2.21 1.19 0.58
*
```